Entry 1:
A 2-piece molecular cluster, C2H7FN2 overall. Source: OMol25; level of theory: ωB97M-V/def2-TZVPD.

As for the HOMO-LUMO gap: 10.52 eV. The value obtained for the energy relative to the best compared isomer or geometry (same formula, charge and spin) is 35.3 kcal per mole. The value obtained for the LUMO energy is 0.77 eV. The HOMO energy comes out at -9.8 eV.

Geometry (Å):
1 C -0.442 0.626 -1.062
2 C 0.086 -0.053 0.137
3 N 0.539 -1.288 -0.064
4 N -0.631 0.087 1.265
5 F 1.764 0.931 0.436
6 H 0.059 1.637 -1.233
7 H -0.205 -0.066 -1.936
8 H -1.452 0.697 -0.850
9 H 1.014 -1.696 0.736
10 H 1.136 -1.190 -0.842
11 H -1.191 0.982 1.456
12 H -0.677 -0.668 1.958

Entry 2:
A 2-piece molecular cluster, C9H14 overall. Source: OMol25; level of theory: ωB97M-V/def2-TZVPD.

As for the HOMO-LUMO gap: 10.03 eV. The SMILES is Cc1ccccc1.CC. The value obtained for the energy relative to the best compared isomer or geometry (same formula, charge and spin) is 12.6 kcal per mole. The value obtained for the LUMO energy is 1.02 eV. The HOMO energy comes out at -9.0 eV.

Geometry (Å):
1 C -0.056 -0.847 -0.810
2 C 0.850 2.826 -0.530
3 C 0.443 1.554 -0.197
4 C 1.559 3.031 -1.721
5 C 0.578 0.489 -1.111
6 C 1.613 2.018 -2.649
7 C 1.116 0.749 -2.356
8 H 0.702 3.617 0.191
9 H 0.015 1.261 0.752
10 H 2.015 4.007 -1.803
11 H 1.987 2.198 -3.647
12 H 0.107 -1.437 -1.724
13 H -1.139 -0.786 -0.885
14 H 1.195 0.007 -3.144
15 H 0.331 -1.393 0.040
16 C -0.979 -1.610 2.719
17 C -1.858 -2.711 2.151
18 H -0.845 -1.702 3.772
19 H 0.016 -1.513 2.291
20 H -1.478 -0.640 2.636
21 H -1.630 -3.671 2.622
22 H -1.616 -2.889 1.104
23 H -2.924 -2.558 2.298

Entry 3:
A 2-piece molecular cluster, C4H4O2 overall. Source: OMol25; level of theory: ωB97M-V/def2-TZVPD.

As for the HOMO-LUMO gap: 10.69 eV. The SMILES is C=C=C.O=C=O. The value obtained for the energy relative to the best compared isomer or geometry (same formula, charge and spin) is 8.8 kcal per mole. The value obtained for the LUMO energy is 0.65 eV. The HOMO energy comes out at -10.0 eV.

Geometry (Å):
1 O -1.859 -1.279 1.643
2 C -1.922 -0.204 1.198
3 O -2.003 0.874 0.760
4 C 0.738 1.308 -0.974
5 C 0.837 0.090 -0.515
6 C 0.920 -1.131 -0.054
7 H 0.209 -1.894 -0.364
8 H 1.245 1.608 -1.888
9 H 0.134 2.049 -0.457
10 H 1.699 -1.420 0.650

Entry 4:
A 2-piece molecular cluster, C11H11F9NO4PS overall. Source: OMol25; level of theory: ωB97M-V/def2-TZVPD.

As for the HOMO-LUMO gap: 6.79 eV. The value obtained for the LUMO energy is -1.93 eV. The HOMO energy comes out at -8.7 eV.

Geometry (Å):
1 O 0.067 3.533 -3.943
2 C 1.212 2.972 -4.130
3 O 2.079 3.425 -5.132
4 P 1.709 1.533 -2.950
5 C 0.489 1.630 -1.502
6 C 0.814 0.681 -0.255
7 C 1.601 1.339 0.966
8 F 1.098 2.703 1.094
9 F 1.166 0.726 2.208
10 C 3.180 1.487 0.828
11 F 3.521 2.447 -0.201
12 F 3.649 2.099 2.052
13 S 4.189 -0.038 0.514
14 F 5.506 0.966 0.116
15 F 3.783 -0.147 -1.104
16 F 3.019 -1.109 1.018
17 F 4.730 0.021 2.124
18 F 5.211 -1.343 0.290
19 H 3.071 1.787 -2.601
20 H 1.605 0.314 -3.714
21 H 0.343 2.740 -1.276
22 H -0.527 1.265 -1.935
23 H 1.297 -0.291 -0.668
24 H -0.216 0.326 0.170
25 C -5.200 -3.192 1.820
26 C -4.298 -3.637 0.857
27 C -3.244 -2.822 0.460
28 C -3.099 -1.561 1.040
29 C -4.003 -1.107 2.000
30 C -5.056 -1.929 2.387
31 N -1.976 -0.709 0.645
32 O -1.209 -1.135 -0.220
33 O -1.862 0.377 1.198
34 H -6.019 -3.834 2.131
35 H -4.417 -4.622 0.417
36 H -2.548 -3.180 -0.291
37 H -3.900 -0.127 2.452
38 H -5.764 -1.587 3.136

Entry 5:
C35H32ClF4MnN2O3PS as an isolated structure. Source: OMol25; level of theory: ωB97M-V/def2-TZVPD.

Its expectation value of S² is 8.757. As for the HOMO-LUMO gap (spin up / spin down): 5.84 / 5.68 eV. Its spin multiplicity is 6. The value obtained for the LUMO energy (spin up / spin down) is -0.40 / -0.56 eV. The HOMO energy (spin up / spin down) comes out at -6.2 / -6.2 eV.

Geometry (Å):
1 Mn 0.129 -0.218 1.974
2 C 0.890 -1.584 -1.164
3 N 0.116 -2.343 -0.106
4 C -0.739 -3.328 -0.787
5 C 1.065 -3.040 0.829
6 C 2.106 -2.133 1.537
7 N 1.577 -1.383 2.662
8 C 1.661 -1.658 4.013
9 C 0.857 -0.924 4.929
10 F -0.038 0.004 4.396
11 C 0.810 -1.168 6.291
12 F -0.012 -0.432 7.060
13 C 1.572 -2.170 6.821
14 C 2.435 -2.893 5.960
15 F 3.250 -3.863 6.363
16 C 2.532 -2.595 4.603
17 F 3.512 -3.096 3.832
18 H 0.263 -1.514 -2.077
19 H 1.861 -2.135 -1.307
20 H 1.109 -0.635 -0.686
21 H -0.085 -4.028 -1.260
22 H -1.345 -2.798 -1.513
23 H -1.373 -3.867 -0.055
24 H 1.569 -3.753 0.165
25 H 0.484 -3.542 1.607
26 H 2.525 -1.423 0.765
27 H 2.947 -2.820 1.799
28 H 1.411 -2.408 7.890
29 Cl 1.470 1.992 2.494
30 C -0.035 2.763 3.088
31 C 0.089 3.232 4.387
32 C -1.052 3.908 4.911
33 C -2.170 4.025 4.130
34 C -2.318 3.455 2.871
35 C -1.219 2.779 2.330
36 P -1.272 1.604 0.922
37 C -0.505 2.524 -0.401
38 C 0.033 3.782 -0.105
39 C 0.748 4.493 -1.043
40 C 0.955 3.973 -2.319
41 C 0.253 2.821 -2.687
42 C -0.403 2.074 -1.737
43 C -2.922 1.157 0.568
44 C -3.314 -0.088 1.063
45 C -4.525 -0.660 0.701
46 C -5.413 0.122 -0.058
47 C -5.029 1.361 -0.488
48 C -3.767 1.869 -0.270
49 H 0.964 3.003 5.002
50 H -1.051 4.289 5.919
51 H -3.029 4.551 4.529
52 H -3.275 3.457 2.393
53 H -0.093 4.095 0.919
54 H 1.233 5.427 -0.859
55 H 1.538 4.560 -3.065
56 H 0.364 2.464 -3.730
57 H -0.794 1.104 -2.049
58 H -2.634 -0.703 1.688
59 H -4.848 -1.550 1.142
60 H -6.459 -0.207 -0.221
61 H -5.721 1.914 -1.140
62 H -3.441 2.776 -0.727
63 C 4.232 -0.511 -6.138
64 C 2.803 -0.898 -5.867
65 C 2.516 -1.971 -4.988
66 C 1.201 -2.245 -4.598
67 C 0.178 -1.399 -5.037
68 C 0.471 -0.381 -5.954
69 C 1.757 -0.147 -6.380
70 S -1.482 -1.427 -4.210
71 O -1.634 -2.890 -3.873
72 O -2.386 -1.009 -5.296
73 O -0.715 -1.444 0.573
74 H 4.952 -1.268 -5.844
75 H 4.485 0.442 -5.648
76 H 4.412 -0.421 -7.271
77 H 3.309 -2.642 -4.643
78 H 0.956 -3.162 -4.050
79 H -0.399 0.145 -6.406
80 H 1.901 0.605 -7.069

Entry 6:
One molecule with the formula C7H9N3O2. Source: OMol25; level of theory: ωB97M-V/def2-TZVPD.

As for the HOMO-LUMO gap: 9.53 eV. The SMILES is [H]/N=N/[C@](O)(OC)c1ccncc1. The value obtained for the energy relative to the best compared isomer or geometry (same formula, charge and spin) is 88.3 kcal per mole. The value obtained for the LUMO energy is 0.09 eV. The HOMO energy comes out at -9.4 eV.

Geometry (Å):
1 C 1.516 -0.853 0.690
2 C 1.481 1.007 -0.721
3 C 2.880 -0.862 0.603
4 C 2.848 0.977 -0.690
5 C 0.746 0.063 0.029
6 C -2.698 1.275 -0.495
7 C -0.828 -0.008 0.282
8 N 3.545 0.067 -0.001
9 N -1.678 -2.123 0.155
10 N -1.220 -1.202 -0.472
11 O -1.057 -0.059 1.613
12 O -1.379 1.132 -0.233
13 H 0.935 -1.647 1.191
14 H 0.912 1.820 -1.149
15 H 3.429 -1.764 0.823
16 H 3.508 1.672 -1.217
17 H -2.668 1.834 -1.352
18 H -3.261 1.982 0.271
19 H -3.176 0.299 -0.588
20 H -2.106 -2.900 -0.401
21 H -1.729 -0.710 1.662